No. 1
10 unconnected molecules or ions with the total composition C7H33NO9 at a distorted geometry. Source: the OMol25 dataset; level of theory: the ωB97M-V functional and the def2-TZVPD basis.

The HOMO energy is -9.1 eV. The energy relative to the best compared isomer or geometry (same formula, charge and spin) is 130.47 kcal per mole. The structure (SMILES) is C=CCCNCCC.O.O.O.O.O.O.O.O.O. The HOMO-LUMO gap comes out at 9.24 eV. The spin multiplicity is 1.

Each line ends with the Mulliken charge.
Atoms and positions in Å:
C 1.0671 -2.2595 2.5385  -0.67
C 1.0596 -2.0107 1.2429  -0.45
C -0.1792 -1.7993 0.3831  -0.51
C -0.1770 -0.2741 -0.0295  0.72
N -0.5341 0.7895 0.9593  0.02
C -1.1623 1.9547 0.3453  -1.06
C -2.7104 1.8001 0.0775  0.39
C -2.8405 1.8740 -1.4186  -1.07
H 0.1030 -2.2056 3.0684  0.37
H 1.9583 -2.2596 3.2593  0.22
H 1.9541 -1.9223 0.6182  -0.01
H -1.2062 -1.8177 0.8570  0.55
H -0.3098 -2.3517 -0.4796  0.40
H 0.8244 0.0821 -0.4193  -0.27
H -0.6552 -0.2390 -1.1039  0.38
H -1.1109 0.2432 1.6225  0.04
H -0.8462 2.6811 1.1129  0.34
H -0.6371 2.2406 -0.5688  0.48
H -2.9859 0.8005 0.6630  -0.88
H -3.3039 2.5395 0.6397  0.64
H -1.8739 1.8612 -2.1536  0.08
H -3.4009 1.0946 -1.8528  0.36
H -3.2747 2.7864 -1.8601  0.32
O 1.7005 2.1601 -3.1022  -0.79
H 2.2650 1.3951 -3.2589  0.34
H 0.7978 1.7785 -2.9762  0.38
O -4.3480 -0.5687 1.3517  -0.69
H -4.1457 0.3295 0.9112  0.71
H -4.0293 -0.5349 2.2795  0.29
O 3.6081 -0.6721 -0.1275  -0.73
H 3.3201 -0.3180 0.6961  0.33
H 3.6593 0.1365 -0.6968  0.44
O -1.8522 -0.6967 3.2669  -0.58
H -1.8750 0.0850 3.7057  0.27
H -0.9879 -1.1011 3.4231  0.16
O 2.3303 1.1906 2.0659  -0.70
H 1.9552 1.4565 1.2394  0.15
H 1.4856 0.9462 2.4639  0.46
O 0.8331 -0.2230 -3.1654  -0.69
H 1.2959 -0.7561 -2.5514  0.29
H 0.0285 -0.7994 -3.3776  0.32
O 3.0446 1.8553 -0.8072  -0.71
H 2.7746 2.0751 0.0651  0.17
H 2.4520 2.1618 -1.4890  0.45
O 2.1562 -2.3186 -1.8149  -0.64
H 2.8461 -2.8920 -2.0980  0.26
H 2.6066 -1.9388 -0.9993  0.38
O -2.5489 -1.3244 -0.8235  -0.65
H -3.3071 -1.5156 -0.2857  0.37
H -2.3694 -0.5005 -0.7544  0.01

=====

No. 2
12 unconnected molecules or ions with the total composition C7H35O12 at a distorted geometry. Source: the OMol25 dataset; level of theory: the ωB97M-V functional and the def2-TZVPD basis.

The HOMO energy is -5.8 eV. The charge is -1. The energy relative to the best compared isomer or geometry (same formula, charge and spin) is 0.00 kcal per mole. The HOMO-LUMO gap comes out at 8.35 eV. The spin multiplicity is 1.

Each line ends with the Mulliken charge.
Atoms and positions in Å:
C -0.9963 -0.8326 0.3988  0.80
O 0.0756 -1.2522 -0.4158  -0.42
C -1.4045 -1.8264 1.4729  -1.12
C -1.5003 -1.2446 2.8947  -0.87
C -0.2982 -0.5086 3.4272  -0.59
C 2.2596 1.5901 2.6211  -0.85
C 2.0460 0.3900 3.5597  -0.63
C 0.9431 -0.4232 2.9824  0.32
H -1.8018 -0.4824 -0.2675  -0.09
H -0.7726 0.1405 0.8731  -0.27
H -0.7139 -2.6822 1.4617  0.40
H -2.3066 -2.4269 1.2953  0.47
H -1.6893 -2.0566 3.6055  0.42
H -2.3672 -0.5787 2.9458  0.30
H 1.7807 0.7877 4.5479  0.31
H -0.4988 -0.1097 4.4266  0.22
H 2.4795 1.2581 1.6159  0.14
H 3.0940 2.2323 2.9196  0.41
H 1.4101 2.2748 2.5996  0.17
H 3.0159 -0.0842 3.7016  0.34
H 1.1581 -0.8254 1.9915  0.26
H 4.9726 0.3984 -0.4132  0.30
H 3.7045 -0.3601 -0.1423  0.38
O 4.6620 -0.3850 0.0613  -0.68
H -0.1725 3.2572 -1.5967  0.33
H -1.2966 4.2371 -1.5919  0.26
O -1.0814 3.3612 -1.2254  -0.59
H -4.0717 0.0573 -1.7580  0.29
H -3.3410 -1.0918 -2.5052  0.33
O -4.2116 -0.7280 -2.2997  -0.65
H -0.6123 2.3408 1.9906  0.32
H -1.3012 3.4389 1.3465  0.31
O -1.1004 3.1328 2.2337  -0.66
H -2.5168 2.2573 -1.3141  0.36
H -3.6110 2.6641 -0.2536  0.27
O -3.4227 2.1148 -1.0148  -0.59
H 1.7062 -2.5217 -2.3019  0.28
H 3.0077 -3.0445 -1.6692  0.33
O 2.6664 -2.3636 -2.2516  -0.73
H -1.4730 0.0723 -4.1181  0.30
H -2.4816 1.0625 -3.6309  0.32
O -2.3207 0.4860 -4.3732  -0.65
H 0.2572 -2.8242 -0.5810  0.16
H -0.4935 -3.9737 -1.1973  0.33
O 0.3883 -3.7907 -0.8667  -0.74
H -0.1725 -2.1264 -3.4300  0.21
H -0.4442 -1.5451 -2.0559  0.30
O -0.4552 -1.2899 -3.0266  -0.61
H 0.5482 1.4519 -3.0266  0.31
H 1.5401 1.3735 -1.8668  0.45
O 1.1339 2.0157 -2.5104  -0.77
H 2.5772 -0.6982 -1.5475  0.41
H 1.3367 -0.3694 -0.6405  0.39
O 2.1659 0.0507 -1.0807  -1.00

=====

No. 3
12 unconnected molecules or ions with the total composition C7H36NO11 at a distorted geometry. Source: the OMol25 dataset; level of theory: the ωB97M-V functional and the def2-TZVPD basis.

The HOMO energy is -12.1 eV. The charge is +1. The energy relative to the best compared isomer or geometry (same formula, charge and spin) is 158.31 kcal per mole. The HOMO-LUMO gap comes out at 9.52 eV. The spin multiplicity is 1.

Each line ends with the Mulliken charge.
Atoms and positions in Å:
C -1.9847 -1.0261 0.4304  -0.86
C -1.7964 -1.1863 -1.0704  0.07
C -2.4263 -0.0037 -1.8305  1.10
C -2.5464 -0.1064 -3.2263  -1.31
C -2.1262 3.5141 -0.6230  -1.41
C -1.9074 2.1489 -1.0031  0.86
C -2.8832 1.2404 -1.2083  -0.90
N -1.0860 0.0125 0.9376  0.41
H -1.8253 -1.9782 0.9568  0.59
H -3.0693 -0.8250 0.7560  0.33
H -2.2436 -2.2091 -1.4008  0.46
H -0.7669 -1.3429 -1.4562  -0.28
H -2.9819 0.7243 -3.8015  0.31
H -2.1549 -0.8536 -3.9175  0.35
H -1.5143 3.8727 0.3291  0.18
H -1.8299 4.2717 -1.3916  0.32
H -3.2485 3.7721 -0.4546  0.37
H -0.7444 1.9350 -1.0843  0.03
H -3.8005 1.5058 -0.7050  0.25
H -1.2205 0.8484 0.1974  -0.82
H -1.2814 0.3759 1.9858  0.24
H -0.0667 -0.2158 0.8604  0.49
H 2.5337 -2.1602 -1.9193  0.41
H 2.5065 -3.5696 -1.1568  0.28
O 2.2007 -3.1592 -1.9115  -0.67
H 2.9282 -0.3279 -2.9906  0.34
H 3.0910 -0.1118 -1.5576  0.35
O 2.3621 -0.3522 -2.1945  -0.62
H 1.9099 3.8414 1.9160  0.27
H 1.3176 2.5818 1.3857  0.47
O 1.3353 3.1881 2.0538  -0.55
H -0.0971 1.5580 4.7719  0.30
H 0.4957 1.5205 3.3182  0.30
O -0.2456 1.2261 3.8158  -0.67
H 1.3884 -1.5159 2.2405  0.44
H 2.6851 -1.7021 2.9204  0.31
O 2.3883 -1.7211 2.0369  -0.67
H 0.4175 1.2890 -0.3967  0.57
H 1.9889 1.4212 -0.3627  0.08
O 1.1564 1.5071 0.0841  -0.53
H 0.0826 -2.5076 1.4091  0.44
H -0.5764 -2.1214 2.9797  0.20
O -0.2072 -1.7734 2.1815  -0.71
H -1.0834 3.1614 3.1849  0.31
H -2.1963 3.5663 2.2708  0.28
O -1.7166 2.7321 2.4879  -0.58
H 0.3838 -1.2071 -3.2863  0.25
H 1.5398 -1.6791 -3.8523  0.31
O 0.6044 -1.4870 -4.1352  -0.60
H 4.1991 -0.8446 -0.1309  0.33
H 3.0950 -0.5284 0.8498  0.40
O 3.5300 -0.1376 0.1091  -0.77
H 1.5860 -4.1530 1.1747  0.24
H 1.0084 -3.9312 -0.3729  0.37
O 0.9882 -3.7772 0.6415  -0.64

=====

No. 4
13 unconnected molecules or ions with the total composition C7H37NO12 at a distorted geometry. Source: the OMol25 dataset; level of theory: the ωB97M-V functional and the def2-TZVPD basis.

The HOMO energy is -7.3 eV. The energy relative to the best compared isomer or geometry (same formula, charge and spin) is 61.81 kcal per mole. The HOMO-LUMO gap comes out at 7.10 eV. The spin multiplicity is 1.

Each line ends with the Mulliken charge.
Atoms and positions in Å:
C -1.5061 2.2747 3.3069  -1.31
C -0.7995 1.2441 2.4444  0.77
C -0.3507 1.8285 1.0942  -0.91
C 0.5915 1.2564 0.3452  -0.43
N 0.9546 1.7540 -0.9057  -0.05
C 1.9199 1.0362 -1.6876  -1.00
C 1.7196 -0.2310 -3.8091  -1.04
C 1.1645 0.0878 -2.6473  0.87
H -2.2284 2.8845 2.7349  0.33
H -0.9265 3.0831 3.7709  0.26
H -2.0755 1.7620 4.0859  0.38
H -1.5135 0.4399 2.2600  0.10
H 0.0646 0.7915 2.9287  0.04
H -0.8978 2.7306 0.8369  0.28
H 1.1795 0.4066 0.6733  0.53
H 0.3777 2.3942 -1.4284  0.22
H 2.4640 1.6728 -2.4065  0.43
H 2.7506 0.5370 -1.1836  0.26
H 2.5877 0.2849 -4.2213  0.27
H 1.3395 -0.9793 -4.5004  0.27
H 0.1610 -0.2003 -2.3747  -0.08
H -0.0143 -3.8214 -1.0391  0.31
H -0.6648 -3.9749 -2.4197  0.28
O -0.0928 -3.3990 -1.9056  -0.56
H -0.6226 1.8029 -4.3207  0.27
H -1.4205 1.1877 -3.0870  0.28
O -1.0291 2.0364 -3.4823  -0.71
H -2.3565 -2.0452 3.0693  0.37
H -0.8652 -2.0510 2.9371  0.40
O -1.6682 -2.4755 2.5477  -0.79
H 1.4316 -2.0621 2.9764  0.23
H 1.2869 -0.7614 3.7665  0.34
O 0.7704 -1.4422 3.3227  -0.70
H -0.5875 -3.3839 1.5351  0.44
H -0.5891 -4.9321 1.1630  0.26
O -0.1885 -4.0822 0.9696  -0.70
H -2.1946 -0.0260 -1.6658  0.37
H -1.8273 -0.8262 -2.8410  0.36
O -2.2957 -0.0019 -2.6331  -0.64
H -2.2697 -2.0801 0.7219  0.30
H -1.1589 -1.4798 -0.1362  0.18
O -2.1169 -1.5727 -0.0856  -0.44
H -0.6874 3.6630 -3.1779  0.41
H 0.8240 3.9484 -3.4554  0.26
O 0.0296 4.3402 -3.0908  -0.67
H 3.3609 -1.7619 1.7646  0.34
H 4.1433 -0.8896 0.7215  0.29
O 3.7148 -0.8845 1.5774  -0.62
H 1.6075 -3.5920 1.2093  0.36
H 2.6548 -4.2491 2.0700  0.30
O 2.5268 -3.4666 1.5188  -0.68
H 1.5425 4.1865 2.7250  0.31
H 1.1464 2.7084 2.4666  0.36
O 1.7305 3.2813 2.9822  -0.69
H -4.3852 1.1631 -1.4263  0.27
H -3.7990 0.0247 -0.4525  0.32
O -3.7588 0.9415 -0.7378  -0.64

=====

No. 5
A molecular structure, C7H3BrNO2S3SeSm at a distorted geometry. Source: the OMol25 dataset; level of theory: the ωB97M-V functional and the def2-TZVPD basis.

The HOMO energy (spin up / spin down) is -0.4 / -0.5 eV. The charge is -2. The HOMO-LUMO gap (spin up / spin down) comes out at 4.80 / 4.87 eV. The spin multiplicity is 6.

Each line ends with the Löwdin spin population.
Atoms and positions in Å:
Sm 8.4245 5.8586 3.8336  5.10
Br 11.1762 3.6848 3.1047  0.00
C 11.7730 5.5026 3.0859  0.00
C 13.1370 5.7790 3.2091  0.00
C 13.5291 7.0976 3.4196  0.00
C 12.5220 8.0665 3.5174  0.00
C 11.2036 7.6883 3.3547  0.00
N 10.8453 6.4287 3.1096  0.00
C 10.0168 8.5872 3.6718  0.00
O 10.1895 9.6559 4.2287  0.00
O 8.8638 8.0154 3.4143  -0.01
H 13.8860 4.9982 3.1675  0.00
H 14.5593 7.3851 3.4852  0.00
H 12.7140 9.0760 3.7657  0.00
S 4.2976 3.2628 3.0209  0.00
C 5.6657 4.0083 3.4777  0.00
S 5.7595 5.4812 4.3837  -0.01
S 7.1945 3.3325 3.1147  -0.01
Se 9.8947 5.9711 6.0491  -0.08

=====

No. 6
A molecular structure, C7H3Cl5GeNO3PdS. Source: the OMol25 dataset; level of theory: the ωB97M-V functional and the def2-TZVPD basis.

The HOMO energy (spin up / spin down) is -15.6 / -16.5 eV. The charge is +2. The energy relative to the best compared isomer or geometry (same formula, charge and spin) is 0.00 kcal per mole. The HOMO-LUMO gap (spin up / spin down) comes out at 7.38 / 5.94 eV. The spin multiplicity is 6.

Each line ends with the Löwdin spin population.
Atoms and positions in Å:
Pd -0.4013 0.6747 0.5257  1.56
Cl 6.0599 -0.1120 3.9365  0.13
C 4.7402 -0.1002 2.9001  0.19
C 4.8855 -0.4937 1.5679  -0.04
C 3.7968 -0.4781 0.7335  0.15
Cl 3.9352 -0.9453 -0.8820  0.07
C 2.4854 -0.0551 1.2125  0.13
O 1.5279 -0.0720 0.3944  0.32
C 2.3750 0.3445 2.5964  0.06
C 1.1170 0.7726 3.1997  0.01
O 0.0389 0.8874 2.6264  0.12
C 3.4764 0.3154 3.4073  0.11
H 5.8505 -0.8105 1.1959  0.00
H 1.1447 1.0076 4.2702  0.01
H 3.4067 0.6075 4.4482  0.00
O -2.6342 1.8302 0.4179  0.12
S -2.0373 3.1770 0.4366  0.05
N -0.5370 2.9277 0.5396  0.80
Cl -1.8650 -1.2693 0.9954  0.27
Ge -2.4437 -1.3925 -1.1588  0.52
Cl -4.3902 -0.7290 -1.4618  0.19
Cl -0.9822 0.1028 -1.8832  0.22

=====

| no. | energy (eV) |
| --- | --- |
| 1 | -27707.9960 |
| 2 | -32399.5047 |
| 3 | -31845.0377 |
| 4 | -33918.4396 |
| 5 | -198695.4142 |
| 6 | -148363.6991 |